## one
# C8H10S

A 2-piece molecular cluster, C8H10S overall (the ωB97M-V functional and the def2-TZVPD basis, the OMol25 dataset).

For the HOMO-LUMO gap, the calculation gives 8.72 eV. Its highest occupied orbital energy is -8.15 eV.

Geometry as ORCA input:
```
! wB97M-V def2-TZVPD RIJCOSX def2/J DEFGRID3
* xyz 0 1
C 2.592 0.808 -0.135
C 3.017 -0.531 0.129
C 1.173 0.884 -0.178
C 0.607 -0.373 0.127
C -2.315 -0.243 -0.807
C -1.628 -1.006 -0.002
C 0.409 2.131 -0.496
C -1.935 -1.853 1.138
S 1.728 -1.582 0.434
H 3.197 1.603 -0.467
H 4.094 -0.981 0.141
H -3.411 -0.450 -1.016
H -1.749 0.605 -1.319
H -0.161 2.530 0.378
H 1.034 2.948 -0.858
H -0.263 1.835 -1.453
H -2.877 -2.390 1.054
H -1.255 -2.708 1.332
H -2.257 -1.227 1.996
*
```


## two
# C8H10S

C8H10S as an isolated structure (the ωB97M-V functional and the def2-TZVPD basis, the OMol25 dataset).

For the HOMO-LUMO gap, the calculation gives 8.85 eV. Its highest occupied orbital energy is -8.31 eV.

Geometry as ORCA input:
```
! wB97M-V def2-TZVPD RIJCOSX def2/J DEFGRID3
* xyz 0 1
C 2.046 0.869 -0.373
C 2.362 -0.505 -0.068
C 0.809 1.366 -0.517
C 1.458 -1.440 0.136
C -0.451 0.622 -0.420
C -0.447 -0.812 -0.100
C -1.652 1.471 -0.071
C -1.340 -1.556 0.828
S -0.776 -0.572 -1.826
H 2.885 1.542 -0.479
H 3.419 -0.747 0.009
H 0.691 2.419 -0.730
H 1.543 -2.479 0.366
H -1.583 1.805 0.965
H -2.575 0.910 -0.202
H -1.690 2.342 -0.721
H -0.973 -1.455 1.850
H -1.365 -2.612 0.564
H -2.359 -1.169 0.788
*
```


Stability ranking, top and bottom: two is the most stable and one is the least stable.


## one
# C4H10N2O

One molecule with the formula C4H10N2O (the ωB97M-V functional and the def2-TZVPD basis, the OMol25 dataset).

For the HOMO-LUMO gap, the calculation gives 9.74 eV. Its highest occupied orbital energy is -8.91 eV. As for the structure (SMILES): CN(C)C(=O)CN.

Geometry as ORCA input:
```
! wB97M-V def2-TZVPD RIJCOSX def2/J DEFGRID3
* xyz 0 1
C -0.044 0.109 -2.129
N 0.294 -0.302 -0.790
C 0.320 -1.734 -0.580
C 0.414 0.633 0.217
O 0.718 1.776 -0.026
C -0.051 0.145 1.607
N -1.443 -0.270 1.691
H 0.905 0.160 -2.680
H -0.752 -0.611 -2.563
H -0.571 1.066 -2.113
H -0.634 -2.202 -0.851
H 0.600 -2.172 0.373
H 1.105 -2.082 -1.270
H 0.649 -0.681 1.795
H 0.241 0.952 2.285
H -2.114 0.356 2.109
H -1.350 -1.007 2.384
*
```


## two
# C4H10N2O

One molecule with the formula C4H10N2O (the ωB97M-V functional and the def2-TZVPD basis, the OMol25 dataset).

For the HOMO-LUMO gap, the calculation gives 10.14 eV. Its highest occupied orbital energy is -9.42 eV. As for the structure (SMILES): CCNC(=O)CN.

Geometry as ORCA input:
```
! wB97M-V def2-TZVPD RIJCOSX def2/J DEFGRID3
* xyz 0 1
C -2.135 -0.995 -0.906
C -0.794 -0.399 -1.436
N -0.019 0.236 -0.385
C 1.109 -0.307 0.136
O 1.639 -1.291 -0.340
C 1.607 0.300 1.450
N 1.623 1.776 1.555
H -1.975 -1.412 0.081
H -2.970 -0.295 -0.865
H -2.380 -1.827 -1.569
H -0.961 0.331 -2.224
H -0.286 -1.286 -1.802
H -0.358 1.122 -0.046
H 0.952 -0.069 2.232
H 2.610 -0.123 1.523
H 1.589 2.168 0.618
H 0.750 2.072 1.979
*
```


Stability ranking, top and bottom: two is the most stable and one is the least stable.